Record 1
10
Properties=species:S:1:pos:R:3 method="wB97M-V/def2-TZVPD" lumo_energy_ev="0.690 / 0.641" mol_weight_g_mol=71.08 e_homo_ev="-7.056 / -7.330"
C -1.8058 -0.1494 0.5560
C 0.3742 0.6194 -0.1630
C 0.8645 -0.7372 -0.3399
N 0.5925 1.8275 -0.0251
O -2.5371 -0.6522 -0.2321
H -1.9818 -0.3036 1.5558
H 1.8380 -0.7808 0.2400
H 1.1120 -0.8728 -1.3698
H 0.0645 -1.2999 -0.0858
H 1.4789 2.3491 -0.1361

=====

Record 2
14
Properties=species:S:1:pos:R:3 method="wB97M-V/def2-TZVPD" lumo_energy_ev=0.848 smiles="C=[PH2]N(C)N" mol_weight_g_mol=92.08 e_homo_ev=-8.088
C 2.4818 1.0443 -0.1002
P 1.3131 -0.1177 0.0437
N -0.4514 -0.3518 -0.0132
C -1.2494 0.2383 -1.0093
N -1.0651 -0.6925 1.2195
H 2.4695 1.8422 0.5955
H 2.5396 1.4128 -1.0744
H 1.2772 -1.0909 1.0942
H 1.4693 -1.0697 -1.0281
H -1.8995 -0.5538 -1.5677
H -2.0001 0.8464 -0.4325
H -0.5497 0.7370 -1.6612
H -1.8608 -0.0297 1.4585
H -1.5063 -1.5632 1.0458

=====

Record 3
63
Properties=species:S:1:pos:R:3 method="wB97M-V/def2-TZVPD" lumo_energy_ev=-0.302 mol_weight_g_mol=486.56 e_homo_ev=-5.379
P 0.0288 -1.5195 -1.8145
P -0.1039 1.9492 -1.9444
C -0.2020 -0.5485 -3.3648
C 0.3339 0.8874 -3.3764
H -1.2821 -0.5655 -3.5660
H 0.2718 -1.1139 -4.1750
H 1.4267 0.9113 -3.5071
H -0.1093 1.4137 -4.2316
C -1.7559 2.5395 -2.3893
H -2.0774 3.2439 -1.6029
H -2.4373 1.6739 -2.4399
H -1.7016 3.0499 -3.3644
C 1.0144 3.3627 -2.1931
H 0.7545 3.8645 -3.1348
H 2.0623 3.0395 -2.2321
H 0.8861 4.0657 -1.3663
C -0.9589 -3.0168 -2.0996
H -0.8384 -3.6348 -1.2005
H -0.6465 -3.5886 -2.9864
H -2.0138 -2.7095 -2.2031
C 1.7551 -2.0972 -2.0952
H 2.4653 -1.2524 -2.1146
H 1.8225 -2.6362 -3.0449
H 2.0378 -2.7739 -1.2774
Sr 0.8920 0.3753 0.2723
C 0.5521 1.7070 -6.4636
C -0.7812 1.7688 -6.3082
C -1.7337 1.0196 -7.1911
C -1.3257 -0.4316 -7.5696
C -0.6214 -1.2078 -6.4941
C 0.7141 -1.2914 -6.3687
C 1.6618 -0.5089 -7.2250
C 1.2506 0.9557 -7.5586
C 0.3079 -1.9213 1.4230
H 1.2330 2.3098 -5.8420
H -1.2408 2.5166 -5.6420
H -1.8428 1.6044 -8.1300
H -2.7339 0.9750 -6.7295
H -2.2701 -0.9795 -7.7531
H -0.7646 -0.4291 -8.5153
H -1.2995 -1.8022 -5.8611
H 1.1714 -2.0860 -5.7601
H 1.7675 -1.0628 -8.1811
H 2.6650 -0.4780 -6.7664
H 2.1995 1.5006 -7.7313
H 0.6892 0.9842 -8.5040
H 0.7554 -1.6662 2.4087
H 0.7160 -2.8559 1.0086
H -0.7769 -2.0685 1.5466
Cl 1.9530 2.3147 2.4102
C 0.7562 1.8154 3.5826
C 1.1554 1.4172 4.8534
C 0.2864 0.6522 5.6526
C -0.9687 0.2521 5.1443
C -1.3989 0.7276 3.9057
C -0.5723 1.5934 3.1044
C -1.0116 2.0874 1.8440
H 2.1521 1.6546 5.1904
H 0.6124 0.3110 6.6345
H -1.5871 -0.4443 5.7130
H -2.3688 0.3973 3.5169
H -2.0419 1.8867 1.5297
H -0.5700 3.0137 1.4674

=====

Record 4
14
Properties=species:S:1:pos:R:3 method="wB97M-V/def2-TZVPD" lumo_energy_ev=0.439 mol_weight_g_mol=249.87 e_homo_ev=-9.849
C -0.1236 0.3159 -1.6981
C -1.4599 0.2455 1.0993
C 1.4230 0.1874 0.9422
O 0.2215 2.3882 0.2863
P 0.0653 0.9233 0.0185
Br -2.9493 0.7738 -0.0257
Br 3.0247 0.5115 -0.0820
H -1.0049 0.7951 -2.1137
H 0.8504 0.2263 -2.0954
H -0.3585 -0.7002 -1.7509
H -1.4498 -0.7169 1.4317
H -1.5448 0.9593 1.9897
H 1.5719 -0.9142 1.1108
H 1.6426 0.7548 1.7621

=====

Record 5
18
Properties=species:S:1:pos:R:3 method="wB97M-V/def2-TZVPD" lumo_energy_ev=0.861 smiles="C=C1S[C@H](C)O[C@@H]1C" mol_weight_g_mol=130.21 e_homo_ev=-7.851
C -1.9680 -1.2554 -1.3725
C -0.8587 -0.6756 -0.7817
S 0.2157 0.0159 -1.9671
C 0.9445 1.2450 -0.3747
C 2.4696 1.5013 -0.4839
O 0.6477 0.4528 0.6476
C -0.6173 -0.1668 0.6027
C -0.8108 -1.1571 1.7759
H -1.9949 -1.5461 -2.4395
H -2.8119 -1.6646 -0.9163
H 0.3601 2.1300 -0.4019
H 2.7660 2.4735 -0.7596
H 2.9784 0.8110 -1.1675
H 2.9249 1.2463 0.5086
H -1.4019 0.6567 0.8373
H -1.3174 -0.6785 2.6163
H 0.1254 -1.5481 2.0607
H -1.6512 -1.8402 1.6156

=====

Record 6
18
Properties=species:S:1:pos:R:3 method="wB97M-V/def2-TZVPD" lumo_energy_ev=0.926 smiles=CSSC[C@@H](C)N mol_weight_g_mol=137.27 e_homo_ev=-8.159
C -1.1162 -2.3285 -1.4984
S -2.2847 -1.0210 -0.9963
S -2.0093 -0.8105 0.9958
C -0.2303 -0.2001 1.1459
C 0.1545 1.0793 0.3858
C 1.1767 1.9142 1.1782
N 0.7321 0.6310 -0.9453
H -1.5280 -3.3344 -1.5834
H -0.6126 -2.0569 -2.4174
H -0.3985 -2.4692 -0.6861
H 0.0586 -0.2034 2.1931
H 0.3517 -1.0046 0.6890
H -0.7613 1.5414 0.0140
H 0.8703 2.9546 1.0143
H 2.1544 1.7738 0.7196
H 1.2118 1.6725 2.2361
H 1.7275 0.4745 -0.8736
H 0.5033 1.3872 -1.5714

=====

Record 7
15
Properties=species:S:1:pos:R:3 method="wB97M-V/def2-TZVPD" lumo_energy_ev=-0.164 mol_weight_g_mol=200.02 e_homo_ev=-8.907
C -0.0674 1.0030 -1.7220
C -0.4949 0.1378 1.9811
C -0.0385 1.0307 -0.1996
C -0.5286 0.0506 0.5447
O 0.9606 -3.5762 1.1886
I 0.6466 -3.5415 -0.5593
H -1.0124 1.4841 -2.0045
H -0.1632 -0.0129 -2.0583
H 0.9308 1.5556 -2.0738
H 0.5573 -0.2805 2.2411
H -0.6237 1.1668 2.4735
H -1.2279 -0.4957 2.5252
H 0.3763 1.9066 0.3443
H -0.5034 -2.2873 -0.5589
H -0.9486 -0.8056 0.1673

=====

Copy entry 2 word for word.
14
Properties=species:S:1:pos:R:3 method="wB97M-V/def2-TZVPD" lumo_energy_ev=0.848 smiles="C=[PH2]N(C)N" mol_weight_g_mol=92.08 e_homo_ev=-8.088
C 2.4818 1.0443 -0.1002
P 1.3131 -0.1177 0.0437
N -0.4514 -0.3518 -0.0132
C -1.2494 0.2383 -1.0093
N -1.0651 -0.6925 1.2195
H 2.4695 1.8422 0.5955
H 2.5396 1.4128 -1.0744
H 1.2772 -1.0909 1.0942
H 1.4693 -1.0697 -1.0281
H -1.8995 -0.5538 -1.5677
H -2.0001 0.8464 -0.4325
H -0.5497 0.7370 -1.6612
H -1.8608 -0.0297 1.4585
H -1.5063 -1.5632 1.0458